Record 1
{
  "formula": "C23H58FO15P4S",
  "method": "ωB97M-V with the def2-TZVPD basis set",
  "multiplicity": 1,
  "e_tot_ev": -106206.4348,
  "charge": 1,
  "symbols": ["C", "O", "H", "H", "H", "H", "C", "H", "O", "P", "O", "S", "H", "H", "C", "H", "H", "H", "O", "H", "H", "P", "H", "O", "H", "C", "H", "H", "H", "H", "C", "C", "H", "H", "C", "C", "H", "O", "H", "C", "H", "H", "C", "O", "C", "H", "H", "H", "H", "O", "C", "C", "O", "C", "H", "H", "H", "H", "C", "H", "O", "F", "C", "H", "H", "C", "C", "H", "H", "C", "H", "H", "H", "H", "C", "O", "H", "H", "O", "H", "H", "O", "H", "H", "H", "H", "O", "H", "H", "H", "C", "P", "P", "H", "C", "C", "H", "H", "H", "O", "H", "H"],
  "xyz": [[3.9986, 6.1309, -4.6211], [3.6641, -6.2067, -1.1386], [2.7538, 4.7926, -5.8474], [6.6352, -7.8162, -0.7695], [-5.2404, 5.9101, 3.9578], [-2.1258, 7.7532, -0.2783], [0.8998, 4.8225, -3.1262], [2.8475, -9.2508, -3.7854], [-1.6097, -3.4257, 1.5423], [-3.6541, 4.7529, 1.9799], [-3.9505, 6.1139, 1.1210], [2.9744, 2.9632, -1.3452], [-6.5231, 6.3298, 2.8277], [2.1887, 0.5920, 1.0041], [4.9967, -6.4250, -0.6261], [0.8787, 3.7766, -3.4428], [-5.7131, 3.4779, 3.5946], [-1.3963, 6.5789, 0.8040], [2.5349, -7.7720, -2.4253], [-3.9889, 8.1443, 1.1542], [3.1054, 4.2289, -4.2305], [-1.1212, -1.8633, 1.7637], [1.4002, 6.6944, -4.1785], [-5.1844, 4.2455, 1.7337], [-3.5353, -2.6810, 3.3148], [1.9027, -0.3748, 1.4199], [-4.0923, 1.7978, 2.4752], [5.0484, -8.5891, -0.7882], [5.1207, 5.1913, -3.3428], [-3.0645, -3.4325, -1.5299], [-2.2850, -3.1756, -0.8133], [1.9054, -4.8370, 1.0388], [-4.3612, 1.4890, 0.7636], [2.8080, -9.8119, -2.1318], [0.8590, -9.4532, -3.0015], [5.6121, -7.7155, -1.1317], [-1.3969, 8.3012, 1.2413], [-0.9695, -0.3706, 1.8671], [0.7208, -6.6355, 1.1899], [-1.7535, -1.9715, 4.3299], [-7.0426, 3.8867, 2.5166], [-2.8084, -4.7561, 0.5481], [-1.9756, 7.5028, 0.7746], [2.0921, -8.6235, -0.1995], [-6.1987, 5.5762, 3.5448], [0.4814, -9.0089, -3.9242], [2.8051, -0.9538, 1.6223], [5.5989, -5.5735, -0.9389], [0.7108, -10.5324, -3.0514], [-2.9906, 3.8230, 0.8239], [2.3316, -9.1264, -2.8318], [-2.6498, -3.6792, 0.5691], [3.6224, 2.4733, -2.5031], [2.8509, 5.1208, -4.8159], [-0.0576, -5.3094, 0.3264], [4.2242, 6.6043, -5.5743], [1.5126, -4.3529, 1.9319], [0.3021, -0.4542, -0.0399], [1.3480, 5.5660, -0.2250], [-3.5800, -3.2161, 0.9092], [0.3284, -2.2001, 1.0717], [1.7640, 2.0496, -1.0618], [-2.9553, -2.8941, 4.2181], [1.2578, 6.6504, -0.3253], [1.4167, -0.2111, 2.3796], [-3.5952, 1.5317, 1.5382], [0.8928, -5.8185, 0.4829], [-6.9159, 5.5309, 4.3637], [-1.2624, -2.1229, 5.2900], [-3.3185, 7.3429, 1.4672], [2.8354, -5.3428, 1.3165], [1.6279, -1.5444, -0.3630], [3.7702, 6.8965, -3.8688], [-2.0681, -0.9238, 4.2790], [1.0166, -1.1242, 0.4391], [1.2778, -6.3579, -0.7854], [-1.7913, 2.6193, 2.0059], [-3.6189, -2.7605, 5.0730], [5.2040, 5.4543, -4.2641], [3.0701, 5.7826, -2.1141], [0.3628, 5.1477, -0.0113], [-0.7675, -2.2224, 3.3273], [4.9658, -6.4234, 0.4674], [-3.1516, 0.5431, 1.6669], [2.1498, -4.0737, 0.3017], [0.2572, -9.0509, -2.1878], [3.8523, 3.0415, -0.2418], [5.6150, -7.7397, -2.2210], [-3.2146, 7.4315, 2.5476], [1.9910, 5.3935, 0.6416], [-2.5020, 2.5230, 1.1805], [2.5473, -7.3704, -0.8434], [2.0693, 4.8787, -1.7235], [-2.1673, -2.0843, -0.8229], [-6.0723, 4.2211, 2.8778], [1.4550, 5.6168, -4.3360], [0.7555, 5.3807, -5.1395], [-1.3401, -3.6064, -1.1448], [-1.9564, 2.1544, 0.3114], [-2.5264, 5.1758, 2.8435], [-0.0826, 5.1960, -2.8409], [-2.6427, -3.9362, 4.1725]]
}


Record 2
{
  "formula": "C4H9N3S",
  "method": "ωB97M-V with the def2-TZVPD basis set",
  "multiplicity": 1,
  "relative_energy_ev": 1.695,
  "e_tot_ev": -19597.9411,
  "symbols": ["H", "C", "H", "C", "H", "C", "H", "H", "H", "H", "S", "H", "N", "N", "H", "C", "N"],
  "xyz": [[0.0576, 0.6776, -2.2499], [0.5664, -1.1581, -0.4421], [1.1212, -2.8492, -1.2313], [-0.7169, 0.5992, -1.5396], [-2.3379, 1.2689, 0.3396], [-1.4466, 1.4896, 0.8736], [-0.1799, 2.7133, 1.8694], [-0.2012, -2.1769, -2.0025], [0.6439, 1.3577, 0.0313], [-1.4251, 0.8463, 1.8201], [1.4918, -1.3309, 0.8761], [-0.9343, 3.5830, 0.7812], [-1.0732, 2.7939, 1.4404], [-0.5655, -0.3373, -0.4791], [-1.7122, 0.5899, -1.9162], [-0.4196, 1.0794, -0.1269], [0.6672, -1.9961, -1.5397]]
}


Record 3
{
  "formula": "C32H51BBrFN5O8",
  "method": "ωB97M-V with the def2-TZVPD basis set",
  "multiplicity": 1,
  "e_tot_ev": -131268.5031,
  "charge": 1,
  "symbols": ["C", "C", "H", "C", "C", "H", "H", "H", "C", "H", "H", "H", "H", "O", "H", "Br", "H", "H", "C", "O", "H", "H", "O", "H", "C", "C", "C", "H", "C", "H", "H", "C", "C", "H", "C", "C", "H", "O", "H", "H", "H", "O", "C", "H", "C", "C", "H", "C", "H", "F", "C", "H", "H", "H", "C", "C", "H", "H", "C", "C", "H", "H", "N", "C", "N", "H", "H", "H", "C", "H", "N", "B", "C", "C", "H", "H", "H", "O", "C", "H", "C", "H", "O", "H", "H", "H", "C", "H", "C", "H", "H", "H", "N", "H", "C", "O", "H", "H", "N"],
  "xyz": [[-5.7710, -0.5497, -0.2654], [-3.9522, -1.8477, 0.7889], [0.2122, 0.4944, -1.1180], [-2.6732, -2.2558, -0.9406], [-2.7973, -0.2974, 3.7374], [-1.5315, -3.7956, 1.1305], [-5.8061, -0.9968, -3.1441], [4.1983, 2.1244, -1.6981], [5.6034, 0.6312, -0.6797], [-3.6158, 0.2554, -4.4710], [-1.3097, -1.5675, 0.7046], [-0.4874, -1.9423, -0.7885], [0.8426, 0.8367, -3.8209], [-1.4149, 1.5736, 2.2779], [7.6244, 3.0963, 4.5412], [-6.0259, 1.2314, -1.0662], [2.4167, 1.9027, 0.7666], [-6.9119, 0.4770, 2.8867], [-1.8816, -4.8728, -4.1586], [4.8890, 1.4829, 0.1203], [0.9242, -2.6607, 0.6745], [4.0588, 3.3230, -0.4338], [5.0504, -0.2218, -1.3458], [7.5280, -0.2010, -0.3197], [-0.7010, 2.4267, 4.3837], [9.1279, 2.7187, 1.8081], [3.9483, 2.2546, -0.6454], [-1.6692, -5.5501, -4.9804], [2.5157, 1.8573, -0.3230], [7.4872, 1.5672, -0.0922], [-4.8960, -0.6969, 3.5001], [-1.3278, -2.2421, -0.1690], [-6.6866, 0.7465, 1.8480], [2.4715, 2.0227, -2.8862], [-4.0077, -0.6410, 2.8703], [1.4843, 2.7461, -1.0493], [9.4448, 1.5651, 4.3736], [-1.9580, -1.0827, 4.0767], [7.4800, 0.8731, -1.7071], [-7.5171, 1.3680, 1.5344], [8.5968, 4.4715, 3.9889], [8.0518, 3.1333, 2.5155], [-2.4275, -3.2075, -2.1269], [-1.8842, 0.1989, 0.0929], [-3.3719, -0.8221, -1.2053], [8.4319, 3.3977, 3.8781], [-0.3495, 2.0791, -3.6683], [-1.3302, -3.1024, -2.9424], [-3.2780, 1.1082, -0.3168], [-3.2933, -2.9299, 2.6406], [-1.7325, 1.2175, -1.7599], [0.3164, 2.0617, 4.2616], [2.3865, 0.8069, -0.6039], [-5.7558, 1.3089, 1.8706], [10.3368, 2.6091, 2.7147], [-0.3373, 0.6342, -2.0496], [-1.0301, 2.3521, 5.4165], [-6.4201, -1.4496, 1.6540], [7.1095, 0.7329, -0.6932], [-6.6336, -0.5693, 1.0420], [1.8268, 3.7709, -0.8782], [-0.4591, -0.3582, -2.4952], [-0.9876, -3.5899, 0.3057], [0.3862, 1.5135, -3.0944], [-3.7643, -1.8160, 2.0656], [-2.0331, -0.4244, -3.8704], [-6.2553, -1.2837, -0.9074], [-7.6477, -0.7117, 0.6658], [1.5188, 2.4318, -2.5588], [10.9683, 3.4858, 2.5647], [-3.6110, -2.9859, -0.0245], [-3.8878, -0.9982, -2.7055], [-3.2828, -4.2541, -2.3885], [9.7010, 2.5903, 4.1015], [-3.2155, -1.4250, -4.7147], [10.8958, 1.7015, 2.5060], [0.9481, -4.4365, 0.3017], [9.0929, 2.5126, 0.6293], [-3.0124, -5.1046, -3.4249], [-2.2559, 1.4977, -2.6724], [0.4220, -3.6217, 0.7953], [10.3359, 2.9959, 4.8867], [-5.1076, -1.6379, -2.9674], [-3.6466, -5.9338, -3.6970], [-0.6296, -2.3003, -2.7313], [-4.1113, 0.1905, 2.1760], [-2.5488, 0.4175, -0.7453], [0.4261, -3.8307, 1.8682], [-1.6078, 1.6525, 3.4635], [-4.5353, -3.1221, -0.4356], [-4.1692, -4.4463, -1.8012], [0.5026, 2.6280, -0.5941], [-4.3819, -0.8863, -0.0769], [-1.5148, 2.1787, -1.2757], [-3.0970, -0.5946, -4.0137], [-2.7064, 1.0400, 4.0817], [-0.7038, 3.4714, 4.0738], [1.4281, 3.3869, -3.0853], [-1.0316, -3.8877, -3.9566]]
}


Record 4
{
  "formula": "C7H12O",
  "method": "ωB97M-V with the def2-TZVPD basis set",
  "multiplicity": 1,
  "relative_energy_ev": 6.072,
  "e_tot_ev": -9494.7465,
  "symbols": ["H", "H", "O", "C", "C", "C", "C", "H", "H", "H", "H", "H", "C", "H", "H", "H", "H", "C", "H", "C"],
  "xyz": [[1.0857, -2.1038, -0.5307], [2.3370, -1.4127, 0.4176], [-1.1396, 0.1438, -0.6545], [-2.4986, -0.4251, -0.3202], [1.3180, -1.2465, -0.0013], [1.4345, 0.0044, -1.0641], [-0.2690, 0.5353, 0.4488], [0.7920, -0.0771, -1.8987], [-0.3944, -1.3732, 1.1575], [0.6525, -0.6026, 2.0615], [-2.2487, -1.0763, 0.5171], [-2.7432, -1.0196, -1.2555], [-0.0261, 1.9087, 0.2607], [-0.9543, 2.3299, -0.1711], [0.3205, 2.3433, 1.3804], [-3.2932, 0.3449, 0.1314], [2.3783, 0.3209, -1.6161], [0.3289, -0.7088, 0.9900], [1.8523, 0.9307, 0.4477], [1.0673, 1.1839, -0.3005]]
}


Record 5
{
  "formula": "CHBr3",
  "method": "ωB97M-V with the def2-TZVPD basis set",
  "multiplicity": 2,
  "relative_energy_ev": 0.317,
  "e_tot_ev": -211169.3759,
  "charge": 1,
  "s_squared": 0.7564,
  "symbols": ["C", "H", "Br", "Br", "Br"],
  "xyz": [[-0.0055, 0.1435, 0.0589], [0.3226, 0.6850, 0.9461], [0.7404, 0.7872, -1.5888], [0.9238, -1.4702, 0.6680], [-1.9813, -0.1456, -0.0841]]
}


Record 6
{
  "formula": "C18H52NO17",
  "method": "ωB97M-V with the def2-TZVPD basis set",
  "multiplicity": 1,
  "relative_energy_ev": 4.572,
  "e_tot_ev": -55798.8144,
  "charge": -1,
  "symbols": ["H", "H", "H", "C", "H", "H", "C", "H", "H", "C", "O", "H", "H", "H", "H", "H", "H", "O", "C", "H", "H", "H", "H", "H", "H", "O", "H", "H", "O", "O", "C", "H", "H", "O", "O", "O", "C", "H", "H", "C", "H", "C", "H", "C", "H", "H", "O", "H", "H", "O", "H", "C", "H", "H", "C", "H", "H", "H", "O", "H", "C", "C", "H", "C", "O", "H", "H", "N", "C", "O", "H", "H", "C", "H", "C", "H", "H", "H", "O", "O", "O", "H", "H", "H", "H", "H", "O", "C"],
  "xyz": [[2.9438, 3.7765, 4.8265], [4.3951, 8.3797, -0.4167], [-5.4597, -0.4564, 5.8003], [-4.1964, 4.0007, -5.1386], [-1.5442, 4.8326, -7.3068], [2.6830, 6.0974, -1.8963], [2.1953, 1.7740, 6.4294], [-7.5229, -5.3889, 0.2122], [1.4101, 6.5173, 0.0389], [-6.3609, -0.7267, 3.7760], [7.8665, 2.0423, -0.4566], [-4.5008, 1.3430, 3.8212], [7.5923, -0.0579, -3.1133], [4.3701, 2.0709, 6.8297], [2.2603, -6.4981, 2.1349], [-0.2215, -5.2255, -3.9225], [2.8293, 8.9457, -2.1192], [0.0937, -5.6362, 5.2673], [0.0656, -4.6976, -4.8319], [-4.9052, 3.5835, -5.8539], [1.5580, -5.9499, -5.6772], [1.8007, -4.6117, 5.7652], [-2.5748, 3.5786, -7.5315], [-0.0437, -5.7187, 6.2139], [5.0726, 7.3299, -1.5120], [-5.0878, 1.2439, 4.5743], [3.7031, 1.1408, 4.2968], [-5.3707, -6.3638, -1.7149], [-1.4874, 0.1160, 0.0250], [-1.1543, 2.0052, 0.8513], [7.2062, 0.5056, -2.2639], [3.5161, 5.9402, -0.3186], [-7.4984, 0.7710, 3.9886], [6.5472, -0.5292, -1.5487], [-7.6082, -0.1704, 4.1414], [3.6577, 8.5055, -2.3231], [-5.2472, -0.1873, 4.7657], [3.0765, -4.9816, 3.6066], [1.7603, 2.5526, 7.0562], [-3.1300, 4.8780, -5.7764], [-1.3668, 3.5443, -6.1872], [1.4674, -5.3812, 5.0688], [-4.6751, 4.4777, -4.2834], [0.5514, -5.6094, -5.9199], [-4.3139, -0.7155, 4.5708], [6.4885, 1.2754, -2.5473], [-3.7588, 5.7994, -6.5279], [9.1899, 1.5250, -2.0243], [-4.3107, 6.3683, -5.9862], [0.3793, 0.6336, 0.8477], [5.9890, -0.1081, -0.8909], [-5.8809, -5.6787, -1.0378], [1.4325, -4.5358, 3.0729], [1.9877, -6.1824, 5.5936], [3.6576, 2.0893, 6.0050], [8.6081, 2.5438, -0.1101], [-6.3810, -1.8166, 3.7746], [-0.4038, -6.8873, -7.1065], [1.8454, -6.5547, 2.9988], [-6.1409, -4.8074, -1.6389], [3.0067, 6.6234, -0.9982], [4.0959, 7.7290, -1.2384], [0.7653, -3.9174, -4.5320], [-2.1240, 4.1311, -6.7071], [4.1956, 1.1000, 5.1198], [-7.9108, -6.3784, -1.2130], [1.5650, 1.7456, 5.5406], [-0.8244, 0.8887, 0.5729], [3.8109, 3.4495, 5.4003], [1.8784, 7.2341, -0.3953], [3.9756, 4.1795, 6.1928], [8.9638, 0.3130, -0.9022], [8.3961, 1.0861, -1.4199], [-4.5197, -4.5649, -0.1257], [2.0261, -5.2723, 3.6144], [-1.1576, -3.3544, -4.4795], [2.1982, 0.7697, 6.8531], [4.6780, 3.5768, 4.7522], [-4.9537, -5.4072, 0.0283], [-1.1240, -3.9997, -5.1895], [-6.9519, -7.3557, 0.2511], [0.6773, -5.0300, -6.8345], [-6.1365, -0.3373, 2.7830], [-3.7991, 3.0705, -4.7323], [-2.6144, 5.3748, -4.9546], [-7.6989, -7.4317, 0.8494], [-0.3103, -6.7549, -6.1603], [-7.1615, -6.1781, -0.4472]]
}